11
Properties=species:S:1:pos:R:3:forces:R:3:mulliken_charge:R:1 method="wB97M-V/def2-TZVPD" gap_ev="7.717 / 6.715" e_lumo_ev="-0.51 / -0.84" largest_force_ev_per_a=4.79 spin_multiplicity=1 e_tot_ha=-172.96592 total_charge=0
C -0.15101 0.34917 -0.12333 -0.35 1.22 -4.62 0.1381
C 0.30570 0.99391 1.15235 -0.22 -2.58 -1.08 -0.7026
C 0.08315 -1.13576 -0.51699 -1.75 2.61 1.24 -0.9030
N -0.83720 1.60079 -1.85250 1.33 -2.29 2.37 -0.3840
H 1.04155 1.74498 0.85161 0.17 -0.21 0.19 0.2309
H -0.51684 1.54836 1.63493 0.36 -0.62 0.23 0.2781
H 0.75835 0.03103 1.62799 -0.57 2.31 0.48 0.2655
H 1.02638 -1.43016 -0.20395 2.29 -0.36 0.71 0.3730
H 0.03545 -1.26175 -1.57998 -0.63 -0.27 -0.32 0.2827
H -0.56241 -1.75587 0.12250 -0.38 -0.05 -0.62 0.2946
H -0.59391 0.96611 -2.67970 -0.25 0.23 1.42 0.1267